[1]
Density functional theory data (the ωB97M-V functional and the def2-TZVPD basis) for a structure of composition C36H76CaN6O6P2SbSi3 at a distorted geometry.

```
131
Properties=species:S:1:pos:R:3
Ca 0.5376 0.3697 -0.0421
C 2.8767 -1.1335 1.8932
O 1.5163 -1.1801 1.5334
C 1.1487 -2.4106 0.9493
C -0.3650 -2.4667 0.8594
O -0.7801 -1.4585 -0.0343
C -2.1768 -1.4304 -0.2327
C -2.9567 -0.6598 0.8288
O -2.7223 0.7132 0.6234
C -3.4759 1.5520 1.4622
H 3.5151 -1.2174 1.0126
H 3.1230 -1.9391 2.5954
H 3.0437 -0.1716 2.3754
H 1.5132 -3.2510 1.5597
H 1.5545 -2.4801 -0.0707
H -0.7991 -2.3081 1.8516
H -0.6768 -3.4513 0.4779
H -2.5730 -2.4514 -0.2996
H -2.3127 -0.9163 -1.1845
H -2.6371 -0.9483 1.8360
H -4.0311 -0.8820 0.7101
H -4.5336 1.2587 1.4628
H -3.3861 2.5550 1.0494
H -3.0954 1.5416 2.4901
C 2.0140 -0.7434 -5.1029
Sb 0.8290 -1.3373 -3.3856
C 2.0244 -0.0551 -1.9101
C 1.9653 1.3401 -2.2831
C 2.7433 1.9315 -3.2992
C 2.6600 3.2766 -3.5517
C 1.7880 4.0569 -2.7943
C 1.0513 3.4151 -1.8189
N 1.1337 2.1158 -1.5624
Si 3.7993 -0.7066 -1.9064
C 5.1285 -0.6899 -3.3179
C 3.8663 -2.5855 -1.4861
C 4.6934 0.3782 -0.5794
C -1.2304 -0.8259 -4.5045
C -1.6900 0.3946 -3.8308
C -2.5973 1.2895 -4.4193
C -3.0381 2.3878 -3.7195
C -2.5745 2.5911 -2.4250
C -1.6713 1.6785 -1.9191
N -1.2372 0.6170 -2.5923
Si -1.1743 -0.6274 -6.4229
C -2.9004 -0.4628 -7.2665
C -0.2890 0.9975 -6.9186
C -0.3714 -2.1781 -7.2026
Si -2.4625 -2.2540 -4.0449
C -3.0535 -3.4245 -5.4364
C -1.7500 -3.5082 -2.7806
C -4.1040 -1.5083 -3.3898
H 3.0492 -1.0129 -4.9420
H 1.9301 0.3316 -5.2106
H 1.6615 -1.2294 -5.9998
H 3.4286 1.3190 -3.8545
H 3.2638 3.7200 -4.3285
H 1.7042 5.1217 -2.9474
H 0.3548 3.9761 -1.2003
H 4.9076 -1.3985 -4.1122
H 6.0891 -0.9848 -2.8991
H 5.2775 0.2858 -3.7721
H 3.1823 -3.1440 -2.1210
H 3.6425 -2.8271 -0.4548
H 4.8645 -2.9606 -1.6819
H 5.2587 1.1669 -1.0665
H 5.4045 -0.1918 0.0120
H 3.9904 0.8603 0.0979
H -2.9612 1.1119 -5.4135
H -3.7428 3.0699 -4.1721
H -2.9109 3.4281 -1.8323
H -1.2743 1.7875 -0.9175
H -3.0163 0.5288 -7.6954
H -3.7354 -0.6272 -6.5925
H -3.0053 -1.1700 -8.0840
H -0.4610 1.7722 -6.1765
H -0.6670 1.3659 -7.8680
H 0.7805 0.8756 -7.0286
H -1.1148 -2.7681 -7.7271
H 0.0948 -2.8200 -6.4593
H 0.3832 -1.9000 -7.9323
H -2.2556 -4.0327 -5.8459
H -3.5347 -2.9107 -6.2583
H -3.7873 -4.1027 -5.0082
H -1.1215 -4.2261 -3.3011
H -2.5523 -4.0651 -2.3036
H -1.1413 -3.0426 -2.0146
H -4.6342 -1.0142 -4.1984
H -3.9793 -0.7765 -2.5990
H -4.7556 -2.2928 -3.0180
C -0.9063 3.9857 4.3143
N -0.6365 3.4370 3.0001
C -1.0496 4.3209 1.9279
P 0.7403 2.5388 2.6698
O 0.6767 1.9155 1.3507
O 0.8107 1.5273 3.9140
P -0.0642 0.1757 4.1010
O -0.7584 -0.2749 2.9049
N 1.1531 -0.8310 4.6493
C 2.1927 -0.3796 5.5499
C 0.7770 -2.2172 4.8190
N -1.1582 0.6136 5.2940
C -2.4717 0.0060 5.2659
C -0.7078 0.9583 6.6242
N 2.2012 3.3165 2.9036
C 2.7693 4.0150 1.7669
C 2.5138 3.9092 4.1882
H -1.9881 4.0311 4.4612
H -0.5046 4.9991 4.4279
H -0.4827 3.3436 5.0801
H -2.1270 4.4782 1.9878
H -0.8030 3.8448 0.9817
H -0.5569 5.2982 1.9885
H 2.3663 0.6824 5.3971
H 3.1156 -0.9170 5.3194
H 1.9383 -0.5589 6.6010
H 0.4648 -2.4452 5.8453
H 1.6221 -2.8621 4.5684
H -0.0472 -2.4384 4.1439
H -2.6609 -0.3556 4.2589
H -3.2251 0.7518 5.5311
H -2.5502 -0.8312 5.9689
H 0.2750 1.4181 6.5597
H -0.6540 0.0835 7.2842
H -1.4125 1.6689 7.0636
H 2.3829 3.5674 0.8528
H 3.8561 3.9141 1.7775
H 2.5227 5.0821 1.7802
H 1.9498 3.3979 4.9656
H 2.2712 4.9779 4.2148
H 3.5815 3.7909 4.3919
```

Results
**Total charge**: +1
**Energy above the lowest of the compared OMol25 structures with the same formula, charge and spin**: 1.940 eV
**LUMO level**: -1.62 eV

=====

[2]
Density functional theory data (the ωB97M-V functional and the def2-TZVPD basis) for a structure of composition C36H76F3FeI3N2O8 at a distorted geometry.

```
129
Properties=species:S:1:pos:R:3
Fe -0.4349 -2.5391 -2.6125
I -1.7092 -4.2984 -0.9641
I 0.3571 -0.6098 -0.9730
I 1.8335 -3.8205 -2.9693
C -0.9859 -2.0737 -5.3040
O 0.1003 -1.2687 -4.8582
O -1.5574 -2.6198 -4.1476
C -1.9287 -1.1507 -6.1517
F -2.6062 -1.8095 -7.0752
F -2.7070 -0.4766 -5.3536
F -1.2062 -0.1997 -6.8570
C 1.3314 -1.3784 -5.6253
C 2.4355 -0.6344 -4.9251
H 2.9180 -1.2746 -4.1984
H 3.1400 -0.3652 -5.7150
H 2.1589 0.2969 -4.4145
H 1.1711 -0.9201 -6.5990
H 1.6745 -2.4076 -5.7152
H -0.6551 -2.9092 -5.9404
C -7.5413 -3.5838 4.5535
C -6.9397 -2.7041 3.4781
O -6.6418 -3.4124 2.3348
C -5.9791 -2.6087 1.3394
C -4.4730 -2.7601 1.5222
H -7.6543 -2.9923 5.4665
H -8.5022 -3.8766 4.2650
H -6.9561 -4.4528 4.7595
H -7.6159 -1.8950 3.1925
H -6.0415 -2.2044 3.9081
H -6.2296 -3.1231 0.4148
H -6.4502 -1.5969 1.4263
H -4.1839 -3.8136 1.4967
H -4.0071 -2.2706 2.3847
H -3.9275 -2.3172 0.7186
C 2.5863 4.2056 -5.7533
C 2.0012 3.2608 -4.6859
O 1.1245 3.9162 -3.8309
C 0.3493 3.0248 -3.0119
C -0.7879 3.8564 -2.3569
H 1.8086 4.4157 -6.4748
H 2.8852 5.1510 -5.2296
H 3.3744 3.7714 -6.3707
H 1.4703 2.4398 -5.0995
H 2.8481 2.8243 -4.0798
H -0.2030 2.3391 -3.5848
H 0.9994 2.4964 -2.3003
H -0.3385 4.6870 -1.7924
H -1.3083 3.2583 -1.6026
H -1.5714 4.2066 -3.0176
C -5.1287 -2.5530 -2.1866
C -4.2039 -1.3617 -2.0294
O -4.8200 -0.4595 -1.1569
C -4.1934 0.7910 -0.9379
C -4.2478 1.7270 -2.1099
H -4.8485 -3.1393 -3.0678
H -4.9970 -3.2092 -1.3308
H -6.1917 -2.2617 -2.2851
H -3.2084 -1.7338 -1.6379
H -3.9768 -0.8458 -2.9901
H -4.8052 1.1510 -0.0934
H -3.1862 0.6161 -0.5250
H -4.0804 2.7868 -1.7745
H -5.2083 1.6447 -2.5681
H -3.5059 1.4817 -2.8807
C -2.0283 -1.1354 3.8669
C -1.8963 -0.3734 2.5476
O -1.7971 1.0428 2.8483
C -1.4968 1.7476 1.7160
C -1.1958 3.2144 2.0067
H -1.3611 -0.7797 4.6156
H -3.0113 -0.9705 4.3153
H -1.9054 -2.1976 3.7465
H -0.9667 -0.6595 2.0185
H -2.7049 -0.5360 1.7999
H -0.6890 1.2486 1.1494
H -2.3761 1.7049 1.0518
H -2.0884 3.5730 2.4844
H -0.9925 3.8174 1.1249
H -0.3609 3.2528 2.6942
C 4.0592 -1.4918 0.0042
C 4.9822 -0.2579 0.2584
O 6.1519 -0.8142 0.7670
C 7.1438 0.1568 0.8266
C 8.2969 -0.2817 -0.0164
H 3.1492 -1.0665 -0.4194
H 4.4788 -2.1705 -0.7302
H 3.8468 -1.9425 0.9908
H 5.1390 0.2555 -0.6497
H 4.5504 0.4448 0.9563
H 6.6930 1.1171 0.4838
H 7.4450 0.3478 1.8740
H 8.0855 -0.2478 -1.0644
H 8.4594 -1.3194 0.1719
H 9.1835 0.3298 0.2209
C 2.4353 -0.4435 3.6508
C 1.7453 0.8089 2.9611
O 2.1783 2.0396 3.5653
C 1.8176 2.1275 4.9579
C 1.7783 3.6402 5.2800
H 3.4341 -0.0782 3.9552
H 1.8859 -0.8435 4.5401
H 2.5378 -1.2469 2.9831
H 2.0226 0.8391 1.9383
H 0.6512 0.6762 3.0731
H 0.8181 1.6701 5.0833
H 2.5237 1.6006 5.6043
H 0.9240 4.0888 4.7659
H 2.6950 4.1170 4.9531
H 1.6107 3.8283 6.3620
N 2.0305 -4.3026 2.3039
C 0.9607 -3.6747 1.7628
C -0.0315 -3.6015 2.6561
C 0.4602 -4.3127 3.7680
C 1.7086 -4.7717 3.5587
H 2.8539 -4.3859 1.7938
H 0.9475 -3.2438 0.7556
H -1.0178 -3.1596 2.5609
H -0.2030 -4.3739 4.6327
H 2.3283 -5.3568 4.1512
N 3.3652 3.2164 1.2134
C 4.2785 4.1953 1.0669
C 4.2859 4.5525 -0.2599
C 3.2100 3.8559 -0.8715
C 2.6056 3.0820 0.0639
H 3.0730 2.9087 2.1436
H 4.8581 4.5261 1.9267
H 4.9263 5.2447 -0.7906
H 2.9405 3.9136 -1.9054
H 1.7452 2.4371 0.0396
```

Results
**Total charge**: -1
**Spin multiplicity**: 6
**Expectation value of S²**: 8.766
**LUMO level (spin up / spin down)**: 2.33 / 0.67 eV

=====

[3]
Density functional theory data (the ωB97M-V functional and the def2-TZVPD basis) for a cluster of 3 separate species, C36H76FNO10P in total at a distorted geometry.

```
125
Properties=species:S:1:pos:R:3
C 1.0800 -5.2039 -3.9871
C 1.6277 -4.2145 -2.7892
C 0.4155 -3.7684 -1.7342
C 0.3737 -2.1251 -1.7577
C -0.9049 -1.4587 -0.9733
C -0.9003 -1.7459 0.6640
C -0.4229 -0.4285 1.5153
C 0.7672 -0.8457 2.6108
C 0.9793 0.3036 3.7649
C 2.2173 1.3499 3.4199
C 3.6809 0.8351 3.9534
C 4.8995 0.9570 2.8622
C 4.5861 0.1596 1.4306
C 4.0798 1.2225 0.2690
C 2.9585 0.6122 -0.7594
C 1.8343 1.6841 -1.2828
C 2.4207 3.1475 -1.7314
C 2.7504 3.2818 -3.3489
C 4.1803 2.5849 -3.7537
C 3.9877 1.4852 -4.9560
C 5.2414 0.4264 -4.9353
C 4.6406 -1.0699 -4.5507
O 5.8893 -1.8450 -4.2767
P 7.3089 -0.8478 -4.1003
C 7.4853 -0.9953 -2.1938
O 8.6573 -0.8062 -1.5620
N 6.2838 -1.3463 -1.3406
C 6.1458 -2.8563 -1.2119
O 7.3079 -3.5384 -1.0214
F 4.8202 -3.5449 -1.2682
O 6.3904 0.6667 -4.0485
H 1.2307 -4.6983 -5.0440
H 1.7361 -6.1895 -3.9256
H -0.0612 -5.4372 -3.8257
H 2.5272 -4.7588 -2.2279
H 2.0780 -3.2539 -3.2888
H 0.7794 -4.1219 -0.6574
H -0.6039 -4.2504 -2.0479
H 0.3212 -1.7913 -2.8958
H 1.4284 -1.7583 -1.3710
H -1.9542 -1.8052 -1.4114
H -0.7946 -0.2785 -1.1089
H -0.2588 -2.7182 0.8945
H -2.0206 -1.9637 0.9771
H -1.2842 0.0669 2.1451
H -0.0031 0.4032 0.8043
H 0.4750 -1.8923 3.0975
H 1.7366 -1.0556 1.9730
H 1.1422 -0.2117 4.8170
H -0.0223 0.9077 3.8433
H 1.9627 2.3703 3.9785
H 2.1564 1.5770 2.2735
H 4.0132 1.4886 4.8946
H 3.6306 -0.2791 4.3517
H 5.1783 2.0840 2.6201
H 5.8763 0.4988 3.3702
H 3.8799 -0.7680 1.5699
H 5.6453 -0.2716 1.0906
H 5.0360 1.4864 -0.3850
H 3.7261 2.2491 0.7351
H 2.3624 -0.2184 -0.1430
H 3.4260 0.0160 -1.6818
H 0.9466 1.8686 -0.5269
H 1.3408 1.2092 -2.2604
H 1.5449 3.9324 -1.5269
H 3.3397 3.5291 -1.1156
H 1.8401 2.9576 -4.0272
H 2.8829 4.4520 -3.5443
H 4.9293 3.4263 -4.1234
H 4.6264 2.1257 -2.7476
H 4.0115 2.0275 -5.9997
H 2.9599 0.9059 -4.8951
H 5.6107 0.4193 -6.0502
H 4.0896 -1.4198 -5.5397
H 3.9851 -0.8515 -3.6020
H 8.0243 -2.1159 -4.1616
H 8.6271 -0.2210 -4.0435
H 7.5101 -0.7737 -5.5510
H 5.4205 -0.9965 -1.8510
C -6.9572 -5.3667 3.7633
O -7.1312 -4.3775 2.7657
C -8.2350 -3.5076 2.9764
C -7.8337 -2.0246 2.9945
O -6.9352 -1.5987 4.0238
C -5.6202 -2.1520 4.0199
C -4.7371 -1.8683 2.7972
O -5.2470 -2.4759 1.6140
C -5.4212 -1.5797 0.5273
H -7.3826 -6.3131 3.4142
H -5.8848 -5.5115 3.9236
H -7.4072 -5.0839 4.7224
H -8.7731 -3.7510 3.8983
H -8.9257 -3.6624 2.1366
H -8.7520 -1.4455 3.1506
H -7.4650 -1.7034 2.0245
H -5.6628 -3.2122 4.2463
H -5.1174 -1.6986 4.8902
H -3.7522 -2.3076 2.9779
H -4.6061 -0.7832 2.6777
H -5.6039 -0.5513 0.8509
H -6.2893 -1.9107 -0.0480
H -4.5406 -1.6161 -0.1196
C -1.9382 4.0722 -1.1516
O -2.2495 3.9765 0.2261
C -2.1571 5.1998 0.9434
C -3.4577 5.5640 1.6759
O -4.6223 5.7905 0.8755
C -5.1289 4.6888 0.1240
C -5.6107 3.4601 0.9074
O -4.5443 2.8050 1.5877
C -4.7685 2.6149 2.9762
H -0.9077 3.7409 -1.3148
H -2.6047 3.4034 -1.7041
H -2.0736 5.0862 -1.5463
H -1.8600 6.0295 0.2938
H -1.3688 5.0671 1.6964
H -3.2762 6.5095 2.2014
H -3.6817 4.8486 2.4620
H -4.4255 4.4165 -0.6558
H -6.0042 5.0890 -0.4140
H -6.0197 2.7392 0.1942
H -6.4184 3.7511 1.5943
H -5.4377 3.3663 3.4044
H -3.8058 2.6913 3.4876
H -5.1743 1.6141 3.1461
```

Results
**Total charge**: -1
**LUMO level**: 1.82 eV